Record 1
Here is a cluster of 2 separate species, C4H8NOS in total from the OMol25 dataset. Energies are from wB97M-V/def2-TZVPD.

Geometry as XYZ:
```
15
C4H8NOS | the OMol25 dataset | wB97M-V/def2-TZVPD
H -2.986 0.935 -0.975
C 1.377 -0.233 0.063
H 3.136 -1.327 0.212
H -1.897 1.612 0.006
H 1.130 -2.345 -0.082
S -1.023 -1.541 0.231
C 0.777 0.986 0.118
H 2.938 -0.151 -1.246
C 0.542 -1.442 -0.002
H -2.159 0.021 0.216
N -2.700 0.941 -0.063
C 2.883 -0.394 -0.212
H -3.487 1.126 0.542
H 3.489 0.289 0.439
O 0.045 1.865 0.110
```

Computed properties:
Frontier orbital gap in eV: 8.51
Multiplicity: 1
Relative energy (zero: lowest compared OMol25 entry of this formula, charge and spin) in kJ/mol: 104.6
Total charge: +1
LUMO level in eV: -4.490

---

Record 2
Here is the molecule C3H3F2NS from the OMol25 dataset. Energies are from wB97M-V/def2-TZVPD.

Geometry as XYZ:
```
10
C3H3F2NS | the OMol25 dataset | wB97M-V/def2-TZVPD
H 0.195 1.817 -0.241
F -2.798 -0.699 -0.042
S 2.860 -0.652 -0.011
C 0.548 0.805 -0.116
H -2.163 1.199 0.159
F -0.153 -1.473 -0.183
H 2.080 -1.731 0.472
C -1.833 0.192 0.082
N 1.804 0.688 -0.092
C -0.540 -0.146 -0.027
```

Computed properties:
Frontier orbital gap in eV: 9.10
Multiplicity: 1
Relative energy (zero: lowest compared OMol25 entry of this formula, charge and spin) in kJ/mol: 133.8
SMILES: F/C=C(F)/C=N\S
LUMO level in eV: 0.170

---

Record 3
Here is a structure of composition C11H7Cl4F3NO5Tc from the OMol25 dataset. Energies are from wB97M-V/def2-TZVPD.

Geometry as XYZ:
```
32
C11H7Cl4F3NO5Tc | the OMol25 dataset | wB97M-V/def2-TZVPD
C -0.396 1.048 0.966
Cl 3.326 3.045 -0.094
H -0.467 2.104 1.206
O 0.262 -5.491 -1.329
F 2.077 -3.622 -3.127
C 1.700 2.568 -0.359
C -1.263 1.946 -1.265
C -0.656 3.158 -1.218
O 1.048 0.642 0.973
C 0.667 -4.377 -1.363
N -1.134 0.318 1.868
H -1.496 1.969 3.112
C -1.957 1.017 2.852
C 1.580 1.110 -0.162
O 0.050 -3.257 -1.034
C 2.094 -4.098 -1.894
Cl 1.160 5.101 -0.686
H -0.463 -1.607 1.343
H -2.973 1.202 2.496
H -2.173 -1.325 0.961
C -0.720 0.843 -0.515
O 2.000 0.264 -0.966
Cl -2.612 1.598 -2.261
H -2.017 0.417 3.759
Tc 1.009 -1.522 -0.947
C -1.373 -1.105 1.675
F 2.618 -2.971 -1.104
F 2.960 -5.041 -1.769
O -0.490 -0.281 -1.045
H -1.639 -1.547 2.633
Cl -1.437 4.451 -2.015
C 0.717 3.443 -0.690
```

Computed properties:
Frontier orbital gap (spin up / spin down) in eV: 7.25 / 6.14
Multiplicity: 4
Relative energy (zero: lowest compared OMol25 entry of this formula, charge and spin) in kJ/mol: 337.0
Total charge: +1
LUMO level (spin up / spin down) in eV: -5.533 / -5.598

---

Record 4
Here is a structure of composition C3H4NiO3 from the OMol25 dataset. Energies are from wB97M-V/def2-TZVPD.

Geometry as XYZ:
```
11
C3H4NiO3 | the OMol25 dataset | wB97M-V/def2-TZVPD
O -1.799 -0.422 0.735
Ni -0.570 0.887 0.262
H -2.019 1.155 -2.050
H -3.659 0.385 0.286
C -2.717 0.104 -0.228
O 3.177 -0.818 -0.143
H -2.701 2.241 -0.812
H -2.982 -0.696 -0.950
C 2.274 -0.118 -0.020
O 1.387 0.646 -0.025
C -2.115 1.321 -0.965
```

Computed properties:
Frontier orbital gap (spin up / spin down) in eV: 7.77 / 8.27
Multiplicity: 3
Relative energy (zero: lowest compared OMol25 entry of this formula, charge and spin) in kJ/mol: 0.0
LUMO level (spin up / spin down) in eV: -0.289 / -0.307

---

Record 5
Here is the molecule C2H5ClOS from the OMol25 dataset. Energies are from wB97M-V/def2-TZVPD.

Geometry as XYZ:
```
10
C2H5ClOS | the OMol25 dataset | wB97M-V/def2-TZVPD
H 1.384 -1.071 0.323
C -0.047 -0.127 -0.461
H -1.545 0.465 0.935
H 0.681 0.926 -2.312
Cl 0.498 0.628 2.114
O 1.273 -0.631 -0.483
C -0.619 -0.018 0.899
H -0.757 -1.061 1.307
H -0.933 -0.665 -0.985
S 0.064 1.555 -1.338
```

Computed properties:
Frontier orbital gap in eV: 10.04
Multiplicity: 1
Relative energy (zero: lowest compared OMol25 entry of this formula, charge and spin) in kJ/mol: 48.0
SMILES: O[C@H](S)CCl
LUMO level in eV: 0.694

---

Record 6
Here is a structure of composition C36H34CrIN5O2 from the OMol25 dataset. Energies are from wB97M-V/def2-TZVPD.

Geometry as XYZ:
```
79
C36H34CrIN5O2 | the OMol25 dataset | wB97M-V/def2-TZVPD
H 0.531 -3.022 -0.751
H 0.019 0.252 4.904
C -4.712 -1.962 -0.515
H 3.662 0.449 2.691
C -0.105 2.971 2.948
H -4.018 -1.767 -1.334
C -1.640 -0.275 3.038
N -4.195 -3.226 1.494
C -3.960 -2.160 0.766
H 1.544 4.166 5.634
H 1.174 1.813 6.354
C 1.771 -2.209 1.783
H -5.301 -2.850 -0.725
C -1.880 -2.844 4.440
H 2.377 -0.620 -1.147
C 0.799 2.157 5.399
C -2.372 -1.333 2.419
C 2.731 -1.475 2.462
H -0.765 -1.860 -0.474
H -5.378 -1.100 -0.444
C 3.982 -1.916 -2.533
Cr -1.431 1.083 0.318
H 3.030 -2.440 -2.633
H 5.680 -0.881 -4.388
C 1.097 -0.248 0.585
H 1.671 -3.272 1.972
H -0.894 -2.362 4.435
C -0.405 1.667 3.338
H 2.143 2.332 -3.159
H 2.205 1.534 1.012
O -2.713 -0.204 0.352
H -3.409 2.689 -4.966
C -0.007 -2.464 0.021
C 2.892 1.609 -3.457
H -4.720 3.064 -2.914
H -2.434 -2.464 5.302
H 4.207 -1.821 -1.465
H -3.785 2.440 -0.725
H 3.828 2.946 -4.838
C -2.621 -2.522 3.154
C 2.900 -0.126 2.181
O -1.748 -4.230 4.670
C -0.919 1.636 -5.206
C -1.718 1.866 -3.950
H 3.363 -1.960 3.195
C -1.209 1.524 -2.689
H -1.553 -0.391 4.115
C 2.083 0.484 1.246
C 3.853 1.961 -4.392
H -3.716 -4.354 3.157
C -3.199 2.273 -1.626
C -3.515 -3.426 2.638
N 1.986 -0.061 -1.890
H -1.491 1.947 -6.077
N -1.134 0.794 2.500
C 2.923 0.345 -2.877
N 0.269 0.405 -0.389
C 1.024 3.465 4.995
H 0.013 2.209 -5.206
H 0.550 0.881 -3.551
H 0.787 4.866 3.386
H 5.602 1.337 -5.462
C -2.988 2.419 -4.006
C 0.116 1.279 4.583
C 3.935 -0.568 -3.201
H -0.675 0.577 -5.335
C 0.589 3.865 3.745
H -1.246 -4.629 3.952
C -2.986 -1.198 1.153
H 4.760 -2.534 -2.977
C 4.891 -0.185 -4.131
C -3.731 2.630 -2.853
C 0.762 0.464 -1.619
C 0.952 -1.621 0.821
C 4.850 1.064 -4.733
N 0.091 0.970 -2.658
I -0.627 3.640 0.993
H -0.508 -3.192 0.659
C -1.931 1.703 -1.517
```

Computed properties:
Frontier orbital gap (spin up / spin down) in eV: 7.31 / 7.23
Multiplicity: 4
Relative energy (zero: lowest compared OMol25 entry of this formula, charge and spin) in kJ/mol: 4.0
Total charge: +1
LUMO level (spin up / spin down) in eV: -3.443 / -3.593

---

Record 7
Here is a structure of composition C16H27AuGeO9Si3 from the OMol25 dataset. Energies are from wB97M-V/def2-TZVPD.

Geometry as XYZ:
```
57
C16H27AuGeO9Si3 | the OMol25 dataset | wB97M-V/def2-TZVPD
C -2.826 -2.732 0.447
C 3.326 3.136 -2.731
C 1.995 2.452 0.847
O -0.011 1.764 -2.329
Au -0.381 -0.275 -2.206
C -0.953 3.346 0.272
H -3.427 -1.273 3.149
C -3.248 -1.760 -3.053
Si 0.165 2.063 1.046
O 4.172 3.993 -2.753
C -1.654 -3.076 -2.889
H 3.467 -0.089 0.375
H 0.156 3.012 3.306
H 2.364 2.262 -0.162
H 0.356 1.267 3.446
C 2.219 1.020 -2.801
H -1.691 -1.558 3.236
H 2.082 -4.070 0.483
H -2.061 -3.414 0.816
C 3.551 1.641 -2.925
H 2.590 1.853 1.540
Ge -0.250 -0.195 0.272
O 1.939 -0.210 -2.829
C -0.182 2.050 2.910
C 1.677 -1.574 2.664
H -1.242 1.959 3.143
H 3.134 -1.049 -1.063
H 3.996 -1.772 0.306
Si 1.582 -1.674 0.772
Si -2.449 -0.953 0.914
C 3.193 -1.085 0.025
H -2.927 -2.891 -0.625
O 4.615 1.105 -3.136
C -3.749 0.221 0.242
H 0.356 -3.847 0.792
C 1.255 2.020 -2.514
H 1.916 -0.566 3.006
O -2.739 -0.670 -3.039
O -1.961 -4.103 -3.401
H 2.172 3.506 1.073
O -0.754 -2.518 -2.267
C 1.217 -3.441 0.259
H -4.749 -0.152 0.476
O -4.254 -2.395 -3.089
H 0.750 -1.886 3.147
C -2.454 -0.905 2.809
C 1.851 3.337 -2.408
H -1.992 3.175 0.559
H 1.007 -3.508 -0.807
H -3.779 -3.010 0.907
H -3.644 1.214 0.683
H -0.661 4.337 0.630
H 2.472 -2.238 3.015
O 1.325 4.394 -2.106
H -3.670 0.323 -0.840
H -0.882 3.344 -0.812
H -2.313 0.093 3.219
```

Computed properties:
Frontier orbital gap (spin up / spin down) in eV: 5.61 / 5.60
Multiplicity: 2
Relative energy (zero: lowest compared OMol25 entry of this formula, charge and spin) in kJ/mol: 0.0
Total charge: -1
LUMO level (spin up / spin down) in eV: 0.673 / 0.669

---

Record 8
Here is the molecule CH3NO from the OMol25 dataset. Energies are from wB97M-V/def2-TZVPD.

Geometry as XYZ:
```
6
CH3NO | the OMol25 dataset | wB97M-V/def2-TZVPD
H 0.506 -1.187 0.915
C 0.354 -0.150 0.780
N -0.032 0.547 -0.238
H 0.628 0.556 1.621
H -0.993 0.436 -1.795
O -0.463 -0.202 -1.283
```

Computed properties:
Frontier orbital gap in eV: 11.20
Multiplicity: 1
Relative energy (zero: lowest compared OMol25 entry of this formula, charge and spin) in kJ/mol: 238.9
SMILES: C=NO
LUMO level in eV: 1.138

---

no.,F_max (eV/Å)
1,3.8
2,1.8
3,0.8
4,1.6
5,3.1
6,0.9
7,0.7
8,3.9